1.
ORCA calculation (the ωB97M-V functional and the def2-TZVPD basis) on a cluster of 2 separate species, C5H15N2O in total in a non-equilibrium geometry.

The geometry in ORCA input format:
```
! RIJCOSX wB97M-V def2-TZVPD def2/J DEFGRID3
* xyz 0 2
C -0.7088 -1.2983 0.5001
C -1.4904 -0.9496 -0.7410
C -1.8122 0.6140 -0.5404
N 0.9168 3.1922 -0.1622
C -0.2805 2.4432 -0.0036
C -0.5605 1.3739 -0.7857
N 0.6686 -1.8857 -0.1526
H -1.2384 -2.1817 1.0969
H -0.5509 -0.3624 1.0772
H -1.1827 -1.2116 -1.8620
H -2.5930 -1.3137 -0.7989
H -2.3474 0.8471 0.4030
H -2.5422 0.9331 -1.1117
H 1.3284 2.9300 -1.0927
H 1.0163 4.1492 0.2541
H -0.7319 2.8150 0.7699
H 0.1672 1.0251 -1.5042
H 0.8913 -1.5202 -1.1137
H 1.4634 -1.6588 0.6243
H 0.5863 -2.9750 -0.3231
H 3.2539 -2.4008 1.7743
H 3.0862 -0.8654 1.7952
O 2.6605 -1.6996 1.8968
*
```

## Properties
- <S²>: 0.75
- HOMO energy (alpha / beta): -3.14 / -8.00 eV
- F_max: 0.13218 hartree/bohr
- HOMO-LUMO gap (alpha / beta): 4.05 / 8.70 eV
- E_LUMO (alpha / beta): 0.91 / 0.70 eV

These are the Löwdin partial charges, in e, on atoms 1 to 8: -0.20, -0.25, -0.24, 0.00, -0.19, -0.15, 0.00, 0.13

2.
ORCA calculation (the ωB97M-V functional and the def2-TZVPD basis) on a cluster of 10 separate species, C23H58BF7N20O12PS in total in a non-equilibrium geometry.

The geometry in ORCA input format:
```
! RIJCOSX wB97M-V def2-TZVPD def2/J DEFGRID3
* xyz 1 1
C 3.0140 -0.1301 -3.6028
C 1.8224 -0.0450 -2.9962
C 1.2441 -1.1352 -2.1423
C 0.8778 -0.9090 -0.6353
P 0.5765 0.8322 0.0417
O 0.9302 0.8211 1.6676
O 1.6604 1.8879 -0.6145
C -0.2012 -1.9508 -0.4288
C -0.6895 -2.3644 0.9677
F -0.5585 -3.6390 1.2232
F 0.0999 -1.7278 1.8217
C -2.1560 -1.8203 1.2114
F -2.5906 -1.1413 0.1600
F -2.1218 -0.9453 2.1970
C -3.2195 -2.8836 1.6166
F -3.1208 -3.1541 2.8744
F -4.3988 -2.3124 1.4504
F -3.2081 -3.9506 0.8741
N -0.6145 -2.3926 -1.5459
C -1.6365 -3.4012 -1.8380
S -1.0990 -5.1115 -1.4011
C 0.7229 -5.0995 -1.5182
C 1.4241 -5.5300 -0.2147
C -0.0218 -1.7644 -2.7678
N 0.4184 -2.6067 -3.8546
B -1.0722 -0.5851 -3.1872
O -1.3772 0.4006 -2.3121
C -1.7486 -0.5733 -4.6193
C -3.2157 -1.1240 -4.5833
H 3.9076 -0.3287 -3.0156
H 3.0743 0.0470 -4.6691
H 1.2765 0.8940 -3.1187
H 2.0662 -1.8557 -2.0775
H 1.7530 -1.2980 -0.0841
H 1.6620 0.2034 1.8434
H 2.5409 1.4696 -0.6346
H -2.5668 -3.1314 -1.3422
H -1.8479 -3.4220 -2.9016
H 1.0520 -5.7311 -2.3404
H 1.0435 -4.0833 -1.7610
H 2.1462 -4.7753 0.1083
H 1.9632 -6.4500 -0.3805
H 0.7075 -5.7250 0.5802
H 1.4219 -2.5342 -4.0275
H 0.2444 -3.5955 -3.7052
H -2.1906 0.8365 -2.6051
H -1.1929 -1.2194 -5.2962
H -1.7429 0.4509 -4.9998
H -3.8875 -0.2964 -4.3545
H -3.3499 -1.9558 -3.8931
H -3.4746 -1.4601 -5.5848
C 4.2056 -3.9034 -4.1648
O 3.2848 -3.2391 -4.6275
N 5.4295 -3.9460 -4.7480
N 4.0726 -4.6548 -3.0339
H 6.1967 -4.4845 -4.3921
H 5.5590 -3.4067 -5.5853
H 3.1774 -4.6542 -2.5825
H 4.8112 -5.2109 -2.6448
C 0.1723 5.2120 0.9629
O 0.2509 5.8286 -0.0855
N 0.0553 5.8244 2.1721
N 0.1980 3.8468 1.0097
H -0.0094 5.3314 3.0433
H 0.0340 6.8283 2.1789
H 0.2874 3.3621 0.1329
H 0.1359 3.3155 1.8580
C 0.6794 -8.7256 -2.3876
O 1.3778 -7.9906 -1.6887
N 1.2135 -9.5622 -3.3078
N -0.6770 -8.7487 -2.2878
H 0.6676 -10.1694 -3.8897
H 2.2154 -9.5597 -3.4097
H -1.1019 -8.1402 -1.6125
H -1.2638 -9.3388 -2.8470
C -3.7560 5.3359 3.6407
O -2.9575 5.9547 4.3298
N -3.3602 4.4561 2.6769
N -5.1045 5.4742 3.7798
H -3.9945 3.9373 2.1004
H -2.3728 4.3312 2.5503
H -5.4317 6.1109 4.4829
H -5.7750 4.9769 3.2254
C -2.6754 1.2574 5.9146
O -2.9236 1.9847 6.8596
N -3.2860 0.0475 5.7451
N -1.7665 1.5862 4.9479
H -3.0971 -0.5686 4.9779
H -3.9579 -0.2271 6.4384
H -1.2934 2.4668 5.0404
H -1.5484 0.9980 4.1663
C 0.9492 3.4779 7.5925
O 1.3137 2.3343 7.3769
N 1.7996 4.4415 8.0597
N -0.3341 3.8898 7.3832
H 1.5221 5.3866 8.2443
H 2.7515 4.1714 8.2250
H -0.9901 3.2055 7.0447
H -0.6542 4.8252 7.5500
C 1.4144 8.0771 -2.8475
O 2.4996 7.5993 -2.5643
N 1.2611 8.9823 -3.8664
N 0.2700 7.7555 -2.1828
H 0.3820 9.3907 -4.1195
H 2.0847 9.2418 -4.3765
H 0.3404 7.0906 -1.4210
H -0.6258 8.1428 -2.4100
C 4.9876 -7.7553 -3.2287
O 4.3282 -7.8972 -4.2437
N 6.3554 -7.7384 -3.2379
N 4.4084 -7.6039 -2.0027
H 6.9168 -7.6279 -2.4146
H 6.8092 -7.8516 -4.1264
H 3.3994 -7.6158 -1.9750
H 4.9244 -7.4906 -1.1501
C -3.7746 10.1609 3.8324
O -4.3695 11.1274 3.3947
N -2.4258 10.1658 4.0575
N -4.3999 8.9853 4.1374
H -1.9205 9.3784 4.4176
H -1.9294 11.0116 3.8462
H -5.3901 8.9433 3.9846
H -3.9224 8.1751 4.4970
*
```

## Properties
- HOMO energy: -10.41 eV
- F_max: 0.07174 hartree/bohr
- HOMO-LUMO gap: 5.95 eV
- E_LUMO: -4.46 eV

These are the Löwdin partial charges, in e, on atoms 1 to 8: 0.06, -0.15, -0.22, -0.24, 0.91, -0.27, -0.24, -0.05

3.
ORCA calculation (the ωB97M-V functional and the def2-TZVPD basis) on a structure of composition C13H15ClCoN5O2S in a non-equilibrium geometry.

The geometry in ORCA input format:
```
! RIJCOSX wB97M-V def2-TZVPD def2/J DEFGRID3
* xyz 2 5
Co -0.0989 0.5534 0.7484
C -1.1683 0.2599 -3.4740
C -0.4274 0.1629 -2.1922
N -0.7656 0.8126 -1.1423
O -1.9319 1.5448 -1.2524
C 1.2319 -1.0792 -0.6920
C 2.4625 -1.9695 -0.5884
N 1.5640 0.2415 -0.0381
O 1.5740 0.1475 1.2199
H -1.7520 1.1736 -3.5305
H -1.8589 -0.5865 -3.5419
H -0.4909 0.1937 -4.3241
H -1.7897 2.3869 -0.8009
H 2.2492 -2.9647 -0.9684
H 2.7607 -2.0508 0.4556
H 3.2820 -1.5397 -1.1650
Cl -1.4792 -4.8581 -1.1041
C -0.6034 -3.4095 -1.2586
C 0.0273 -3.1483 -2.5073
C 0.6112 -2.0055 -2.9316
C 0.7987 -0.7406 -2.1313
N 0.0847 -1.5017 0.0874
C -0.6716 -2.5177 -0.1495
H -0.0199 -3.9678 -3.2153
H 1.0072 -1.9934 -3.9386
H 1.6062 -0.1605 -2.5941
H -1.4607 -2.6903 0.5786
S -1.8606 0.3122 2.3089
C -1.0780 1.6513 2.9809
N -1.2762 2.0575 4.2596
C -0.5745 3.0766 4.8025
C 0.3425 3.7402 4.0392
C 0.5025 3.3177 2.7148
N -0.1905 2.3096 2.2044
H -1.9545 1.5440 4.8109
H -0.7680 3.3165 5.8392
H 0.9211 4.5587 4.4380
H 1.1951 3.8227 2.0523
*
```

## Properties
- <S²>: 6.10
- HOMO energy (alpha / beta): -14.34 / -15.85 eV
- F_max: 0.08617 hartree/bohr
- HOMO-LUMO gap (alpha / beta): 6.72 / 7.24 eV
- E_LUMO (alpha / beta): -7.62 / -8.61 eV

These are the Löwdin partial charges, in e, on atoms 1 to 8: 0.63, 0.04, -0.21, -0.04, 0.01, -0.48, 0.04, -0.01

Copy entry 1 word for word.
ORCA calculation (the ωB97M-V functional and the def2-TZVPD basis) on a cluster of 2 separate species, C5H15N2O in total in a non-equilibrium geometry.

The geometry in ORCA input format:
```
! RIJCOSX wB97M-V def2-TZVPD def2/J DEFGRID3
* xyz 0 2
C -0.7088 -1.2983 0.5001
C -1.4904 -0.9496 -0.7410
C -1.8122 0.6140 -0.5404
N 0.9168 3.1922 -0.1622
C -0.2805 2.4432 -0.0036
C -0.5605 1.3739 -0.7857
N 0.6686 -1.8857 -0.1526
H -1.2384 -2.1817 1.0969
H -0.5509 -0.3624 1.0772
H -1.1827 -1.2116 -1.8620
H -2.5930 -1.3137 -0.7989
H -2.3474 0.8471 0.4030
H -2.5422 0.9331 -1.1117
H 1.3284 2.9300 -1.0927
H 1.0163 4.1492 0.2541
H -0.7319 2.8150 0.7699
H 0.1672 1.0251 -1.5042
H 0.8913 -1.5202 -1.1137
H 1.4634 -1.6588 0.6243
H 0.5863 -2.9750 -0.3231
H 3.2539 -2.4008 1.7743
H 3.0862 -0.8654 1.7952
O 2.6605 -1.6996 1.8968
*
```

## Properties
- <S²>: 0.75
- HOMO energy (alpha / beta): -3.14 / -8.00 eV
- F_max: 0.13218 hartree/bohr
- HOMO-LUMO gap (alpha / beta): 4.05 / 8.70 eV
- E_LUMO (alpha / beta): 0.91 / 0.70 eV

These are the Löwdin partial charges, in e, on atoms 1 to 8: -0.20, -0.25, -0.24, 0.00, -0.19, -0.15, 0.00, 0.13

Question: The highest F_max belongs to which entry?
Answer: C5H15N2O